# 1
Entry from OMol25: a structure of composition C26H34BBr66N2O at a distorted geometry (ωB97M-V with the def2-TZVPD basis set).

CARTESIAN COORDINATES (ANGSTROEM)
C1 0.87313 -7.79064 2.77681
C2 1.88637 -8.27353 1.68621
C3 1.46384 -7.99055 0.20431
C4 -0.09586 -8.09501 -0.01984
N1 2.05382 -6.77761 -0.35456
B1 1.47005 -5.58469 0.19251
N2 0.14654 -4.96978 -0.21970
O1 2.17860 -4.80600 1.21764
H1 1.44433 -7.45785 3.66888
H2 0.24767 -8.62694 3.13181
H3 0.27737 -6.93301 2.43139
H4 2.89488 -7.88101 1.90127
H5 1.98151 -9.37847 1.79971
H6 1.89041 -8.82506 -0.40148
H7 -0.68604 -7.48867 0.68437
H8 -0.42475 -9.15070 -0.09012
H9 -0.26493 -7.65583 -1.01971
H10 0.33210 -4.17686 -0.83442
H11 -0.19979 -4.51353 0.62856
H12 2.52618 -5.40530 1.87096
C5 3.83046 -3.67858 1.65714
Br1 5.52411 -3.54009 0.72758
Br2 4.06803 -3.82743 3.57052
Br3 2.64351 -2.22543 1.19794
H13 3.35093 -4.59643 1.32114
C6 3.82991 0.93433 -1.83152
Br4 2.22694 1.43127 -0.87035
Br5 5.26377 0.48463 -0.61336
Br6 3.49003 -0.48132 -3.10290
H14 4.15468 1.79660 -2.39965
C7 -3.39636 -3.59529 0.22174
Br7 -3.28779 -5.51060 0.06037
Br8 -2.20849 -3.02572 1.63339
Br9 -3.00742 -2.71313 -1.45812
H15 -4.40504 -3.32261 0.50204
C8 -1.83007 1.53536 0.23738
Br10 -0.82916 -0.06153 0.63124
Br11 -1.06039 3.09359 1.09591
Br12 -2.03465 1.78545 -1.66651
H16 -2.82452 1.40443 0.64788
C9 8.28090 -5.83097 -0.69347
Br13 8.67297 -6.32347 -2.52435
Br14 8.76450 -7.23146 0.54867
Br15 9.09171 -4.14011 -0.21721
H17 7.20746 -5.70022 -0.62275
C10 2.24311 5.11275 1.73644
Br16 0.83864 5.48525 3.01840
Br17 3.56904 6.52047 1.69863
Br18 3.03864 3.38060 2.04410
H18 1.78088 5.08334 0.75721
C11 12.87090 -6.23990 -2.42205
Br19 12.81028 -7.89941 -1.43212
Br20 13.52161 -4.77955 -1.33381
Br21 13.88469 -6.41973 -4.06045
H19 11.85244 -5.99941 -2.70223
C12 -2.48737 6.28293 4.67730
Br22 -1.70861 6.29880 6.44883
Br23 -3.33507 4.59127 4.28190
Br24 -3.69797 7.76775 4.41373
H20 -1.67611 6.40610 3.97116
C13 -2.27052 5.12275 -4.40848
Br25 -1.43829 5.17042 -2.67031
Br26 -3.14683 3.42706 -4.71566
Br27 -3.47088 6.61816 -4.68270
H21 -1.48055 5.21348 -5.13926
C14 2.76798 -4.59632 7.77026
Br28 2.74966 -6.11232 8.97295
Br29 4.53956 -4.26892 7.06285
Br30 1.45814 -4.78327 6.36160
H22 2.49161 -3.72626 8.35082
C15 0.07141 2.72256 6.77038
Br31 1.96708 2.69605 7.15586
Br32 -0.32783 1.97204 5.03524
Br33 -0.96763 1.83535 8.13661
H23 -0.23566 3.76011 6.75144
C16 -1.75754 9.83440 -3.64411
Br34 -0.07643 10.01221 -4.58273
Br35 -1.50707 9.78229 -1.72682
Br36 -3.02044 11.20396 -4.16823
H24 -2.18403 8.88230 -3.93340
C17 -4.13572 -1.17027 7.83124
Br37 -4.28927 -3.04980 7.40514
Br38 -3.01309 -0.86901 9.38052
Br39 -3.53410 -0.14903 6.30362
H25 -5.12707 -0.81594 8.08042
C18 -4.80234 5.59816 0.09110
Br40 -3.92150 7.14454 -0.66350
Br41 -6.73027 5.72558 -0.05245
Br42 -4.12681 3.95680 -0.68092
H26 -4.56416 5.57907 1.14817
C19 -6.31536 -5.68991 4.62079
Br43 -4.68259 -5.23184 3.69392
Br44 -7.82841 -4.70443 3.92591
Br45 -6.63626 -7.59800 4.61295
H27 -6.19076 -5.39274 5.65387
C20 -11.30774 -3.77144 1.65773
Br46 -11.38475 -5.52308 2.47568
Br47 -10.81876 -2.40153 2.93454
Br48 -10.14768 -3.75363 0.11096
H28 -12.30568 -3.53929 1.31061
C21 2.86696 7.74149 -8.26612
Br49 3.43672 9.55271 -8.63139
Br50 4.10776 6.83233 -7.08971
Br51 1.05096 7.69614 -7.60630
H29 2.87527 7.20995 -9.20857
C22 -4.82263 -0.21965 -5.99080
Br52 -3.98399 -0.11974 -4.25110
Br53 -5.68792 -1.92606 -6.27006
Br54 -6.03772 1.25789 -6.28272
H30 -4.03625 -0.13600 -6.72942
C23 -5.48032 9.70704 -7.10466
Br55 -4.59998 11.22920 -7.90998
Br56 -7.40581 9.84914 -7.22061
Br57 -4.84018 8.03836 -7.84485
H31 -5.22288 9.71027 -6.05245
C24 -7.90530 2.21800 1.13831
Br58 -9.48795 2.69856 2.14148
Br59 -6.40383 1.85715 2.30223
Br60 -8.23950 0.74663 -0.07089
H32 -7.63853 3.07524 0.53302
C25 6.10416 2.09640 -5.69215
Br61 6.75486 2.02539 -3.87015
Br62 5.10241 0.50391 -6.13706
Br63 5.12801 3.73150 -6.05153
H33 6.97032 2.11507 -6.34037
C26 9.24972 4.58446 -2.51942
Br64 11.00843 4.58147 -3.32540
Br65 9.34339 4.45469 -0.59228
Br66 8.20731 6.11342 -3.08376
H34 8.73613 3.69926 -2.87341

Calculated values
HOMO energy in hartree: -0.1104
Net charge: -1
E_LUMO in eV: 0.51



# 2
Entry from OMol25: a structure of composition C26H34Cl6N3O4Ti at a distorted geometry (ωB97M-V with the def2-TZVPD basis set).

CARTESIAN COORDINATES (ANGSTROEM)
O1 -1.79038 -1.05972 0.14180
C1 -2.38726 -0.60434 -0.79176
C2 -2.34262 -1.30056 -2.08647
C3 -1.79977 -2.59487 -2.13603
H1 -1.00686 -2.87084 -1.41746
C4 -2.25392 -3.48683 -3.08274
H2 -1.84505 -4.48973 -3.05685
C5 -3.18632 -3.06175 -4.02747
H3 -3.49993 -3.75684 -4.78306
C6 -3.63112 -1.75723 -4.05868
H4 -4.31945 -1.42440 -4.82881
C7 -3.19628 -0.85497 -3.12148
H5 -3.42915 0.20633 -3.11879
H6 -2.73761 0.48336 -0.86108
C8 -1.40258 2.85584 -1.27445
C9 -0.48759 1.75888 -1.64433
H7 -1.90466 3.18775 -2.17617
H8 -0.79085 3.68468 -0.90235
H9 -2.18954 2.68867 -0.55222
C10 -0.47375 1.19685 -2.97866
C11 -0.02838 2.22091 -3.93715
H10 -0.99811 0.40096 -3.47622
H11 -0.54204 2.23752 -4.91608
H12 1.04909 2.17493 -4.14861
H13 -0.12739 3.22107 -3.48683
Ti1 1.12624 1.74741 -0.82774
Cl1 2.50987 2.99281 -2.10951
C12 3.42959 1.33790 0.62204
O2 2.19699 1.57334 0.86865
N1 4.31365 1.45424 1.57768
C13 3.92442 1.72724 2.96262
C14 5.72184 1.24631 1.29400
H14 3.72464 1.03525 -0.40902
H15 2.84613 1.58359 3.10307
H16 4.20985 2.73899 3.24752
H17 4.46578 1.04410 3.61048
H18 5.82755 0.69852 0.34150
H19 6.15263 0.67596 2.11498
H20 6.23008 2.21215 1.19921
H21 -2.87401 -3.95490 2.05465
H22 -0.70216 -4.26935 2.86793
C15 -2.52453 -3.19306 1.34956
C16 -0.26165 -3.42625 2.32133
N2 -1.31895 -2.57986 1.86189
H23 -3.28440 -2.40588 1.26355
C17 -1.41964 -1.27486 2.27770
O3 -0.53270 -0.58643 2.77982
H24 0.40998 -2.84453 2.96014
H25 -2.44421 -0.88555 2.16600
H26 -2.38540 -3.64890 0.36415
H27 0.31366 -3.82687 1.47140
H28 -0.47844 4.60304 3.39821
H29 -2.58191 3.33527 4.16619
C18 -0.82152 4.45212 2.35898
C19 -2.82561 3.19471 3.09911
N3 -1.60209 3.21529 2.30700
H30 0.01314 4.41303 1.64477
C20 -1.15086 2.08375 1.76423
O4 -0.07549 1.96905 1.10263
H31 -3.36144 2.24358 2.95508
H32 -1.80895 1.22779 1.90537
H33 -1.50820 5.27886 2.11019
H34 -3.49094 4.02476 2.81458
Cl2 2.57769 -1.15128 2.53593
C21 2.32949 -1.75505 0.94376
C22 1.69281 -1.03467 -0.03627
C23 1.55408 -1.58040 -1.27381
Cl3 1.20880 -0.49289 -2.57485
C24 1.91317 -2.91098 -1.58122
Cl4 1.51025 -3.60332 -3.08737
C25 2.66492 -3.62295 -0.62387
Cl5 3.26691 -5.18033 -0.99380
C26 2.86845 -3.04536 0.64656
Cl6 3.77203 -3.89107 1.80696

Calculated values
HOMO energy (spin up / spin down) in hartree: -0.0406 / -0.1576
Net charge: -1
Multiplicity: 3
E_LUMO (spin up / spin down) in eV: 2.10 / 2.09



# 3
Entry from OMol25: a structure of composition C26H34IrN4SSi2 (ωB97M-V with the def2-TZVPD basis set).

CARTESIAN COORDINATES (ANGSTROEM)
Ir1 0.41132 -0.30996 -0.02820
C1 -1.53764 0.51595 -3.00242
Si1 0.19185 0.54961 -2.31803
C2 1.20961 -0.83717 -3.07478
C3 0.94784 2.20976 -2.64418
C4 -0.06112 1.31036 0.64017
C5 -0.77934 2.54116 0.33853
C6 -0.44034 3.76249 0.91436
C7 -1.15570 4.89181 0.53988
C8 -2.21339 4.74010 -0.33596
C9 -2.50276 3.46711 -0.83124
N1 -1.78914 2.39390 -0.53367
Si2 0.50104 1.03714 2.59385
C10 0.80792 -0.76852 2.96771
C11 2.03843 2.01106 2.95336
C12 -1.00655 1.64775 3.49883
H1 -1.42537 0.31166 -4.07312
H2 -2.00670 1.49015 -2.89403
H3 -2.21135 -0.23106 -2.59172
H4 1.06869 -0.74718 -4.15758
H5 0.90600 -1.84730 -2.79761
H6 2.27018 -0.72088 -2.85525
H7 0.82934 2.38496 -3.71885
H8 2.00896 2.27101 -2.41545
H9 0.41438 3.00976 -2.12995
H10 0.37439 3.83570 1.61978
H11 -0.90007 5.86315 0.94065
H12 -2.81291 5.58647 -0.64132
H13 -3.33212 3.32074 -1.51389
H14 1.73169 -1.13962 2.52170
H15 -0.01400 -1.44155 2.71537
H16 0.93499 -0.82545 4.05432
H17 2.91674 1.56409 2.49137
H18 2.17354 1.97191 4.03936
H19 1.99607 3.06262 2.67450
H20 -1.94495 1.23983 3.12055
H21 -1.08206 2.73460 3.47123
H22 -0.91544 1.34563 4.54568
S1 4.89154 -0.39083 -0.39910
C13 4.44568 1.25422 -0.40146
C14 3.09704 1.43064 -0.28051
C15 2.39292 0.20209 -0.16942
C16 3.25269 -0.86711 -0.23831
C17 2.75047 -2.22289 -0.14885
C18 3.53423 -3.36924 -0.14937
C19 2.93413 -4.59946 0.03397
C20 1.55976 -4.66322 0.23334
C21 0.83589 -3.49291 0.20353
N2 1.40123 -2.29415 -0.01731
H23 5.20552 2.01375 -0.50005
H24 2.63427 2.40798 -0.26669
H25 4.60496 -3.28612 -0.27670
H26 3.53223 -5.50078 0.04208
H27 1.05698 -5.60213 0.41228
H28 -0.23070 -3.50211 0.36914
N3 -5.16238 -3.24042 -0.28650
C22 -3.97847 -2.62134 -0.22458
C23 -3.63365 -1.78291 0.85450
C24 -2.41244 -1.16980 0.87257
N4 -1.48179 -1.32003 -0.09314
C25 -1.81583 -2.11397 -1.13302
C26 -3.00974 -2.76956 -1.23888
H29 -5.84906 -3.12827 0.43897
H30 -5.40320 -3.83117 -1.06334
H31 -4.32631 -1.61268 1.66733
H32 -2.14943 -0.52101 1.69617
H33 -1.07626 -2.21962 -1.91611
H34 -3.20233 -3.38871 -2.10450

Calculated values
HOMO energy (spin up / spin down) in hartree: -0.5024 / -0.5019
Net charge: +2
ΔE to the lowest compared entry with this formula, charge and spin in eV: 0.000
Multiplicity: 2
E_LUMO (spin up / spin down) in eV: -7.00 / -8.10